# 1
A single C5H12N2OS2 molecule in a non-equilibrium geometry, computed with ωB97M-V with the def2-TZVPD basis set.

Geometry (Å):
C  -3.50256  -1.33933  0.02537
C  -2.91673  -0.14794  -0.55531
C  -0.64839  -0.40518  0.65764
C  0.29560  -0.88546  -0.53446
C  2.72204  0.43222  -0.02657
H  -4.23347  -1.73156  -0.61603
H  -2.82286  -2.11460  0.19050
H  -3.98016  -1.40647  1.07262
H  -2.33884  -0.27914  -1.36565
H  -3.70125  0.58660  -0.73266
H  -1.26229  -1.16876  1.16722
H  -0.11325  0.01645  1.47597
H  -0.27997  -1.78457  -0.98396
H  0.43691  0.01826  -1.10152
H  4.55843  -0.71357  0.24062
H  4.73516  1.01273  0.16498
H  1.10786  1.59572  -0.18059
N  4.05109  0.20814  0.20819
N  2.10470  1.56161  -0.12795
O  -1.62073  1.84711  -0.60131
S  -1.90957  0.80586  0.56866
S  2.03891  -1.25099  -0.09883

## Properties
**Electronic energy**: -32074.96061 eV
**Gap between HOMO and LUMO**: 9.55 eV
**ΔE to the lowest compared entry with this formula, charge and spin**: 1.886 eV
**HOMO level**: -9.0 eV

From a Löwdin analysis of the wavefunction, the atomic charges in e read: atom 1 (C): -0.165, atom 2 (C): -0.423, atom 3 (C): -0.452, atom 4 (C): -0.467, atom 5 (C): -0.775, atom 6 (H): 0.063, atom 7 (H): 0.039, atom 8 (H): 0.124, atom 9 (H): 0.055, atom 10 (H): 0.099, atom 11 (H): 0.075, atom 12 (H): 0.051, atom 13 (H): 0.113, atom 14 (H): 0.037, atom 15 (H): 0.100, atom 16 (H): 0.127, atom 17 (H): -0.002, atom 18 (N): -0.007, atom 19 (N): 0.098, atom 20 (O): -0.566, atom 21 (S): 0.985, atom 22 (S): 0.891

***

# 2
2 unconnected molecules or ions with the total composition CH4N4S in a non-equilibrium geometry, computed with ωB97M-V with the def2-TZVPD basis set.

Geometry (Å):
C  0.41045  1.21983  0.87136
N  -0.08638  -1.60335  -2.68487
N  -0.59155  0.41745  1.02742
N  -1.58610  0.10343  0.28424
N  0.58448  -1.86616  -1.84058
S  1.66243  -2.04761  -0.82896
H  0.59273  1.69535  -0.09381
H  1.14322  1.31418  1.69773
H  -0.65580  0.01502  1.99456
H  -1.47348  0.75185  -0.42710

## Properties
**Electronic energy**: -17893.72711 eV
**Gap between HOMO and LUMO (alpha / beta)**: 8.66 / 8.66 eV
**ΔE to the lowest compared entry with this formula, charge and spin**: 2.539 eV
**HOMO level (alpha / beta)**: -8.0 / -8.0 eV

From a Löwdin analysis of the wavefunction, the atomic charges in e read: atom 1 (C): -0.050, atom 2 (N): 0.169, atom 3 (N): -0.274, atom 4 (N): 0.019, atom 5 (N): -0.822, atom 6 (S): 0.653, atom 7 (H): 0.070, atom 8 (H): 0.071, atom 9 (H): 0.168, atom 10 (H): -0.004

***

# 3
A molecular structure, CH3FIN in a non-equilibrium geometry, computed with ωB97M-V with the def2-TZVPD basis set.

Geometry (Å):
C  0.78963  -0.37213  0.05037
N  -0.79570  0.45196  -0.55909
F  -0.77243  1.68003  0.21349
I  -2.38273  -0.59220  0.10974
H  1.40197  0.52933  0.50616
H  0.66318  -1.24012  0.63951
H  1.09607  -0.45688  -0.96018

## Properties
**Electronic energy**: -13389.45553 eV
**Gap between HOMO and LUMO**: 9.06 eV
**ΔE to the lowest compared entry with this formula, charge and spin**: 3.939 eV
**HOMO level**: -9.3 eV

From a Löwdin analysis of the wavefunction, the atomic charges in e read: atom 1 (C): -0.011, atom 2 (N): -0.574, atom 3 (F): -0.288, atom 4 (I): 0.748, atom 5 (H): 0.098, atom 6 (H): 0.008, atom 7 (H): 0.018

***

# 4
A single C6H12O molecule, computed with ωB97M-V with the def2-TZVPD basis set.

Geometry (Å):
C  1.92490  1.38425  -0.26304
C  0.99470  0.45505  -1.05654
C  -0.46389  0.61852  -0.66488
C  -1.52979  -0.43031  -0.84885
C  -1.07035  -0.05457  0.53761
C  -0.29422  -1.06909  1.34014
O  -1.14092  -1.94308  2.06206
H  1.64785  2.43883  -0.38878
H  2.96503  1.27137  -0.59289
H  1.89155  1.15646  0.81041
H  1.34382  -0.57260  -0.90166
H  1.10289  0.65907  -2.12948
H  -0.82220  1.63363  -0.83459
H  -2.51663  -0.10441  -1.16827
H  -1.24990  -1.41410  -1.22461
H  -1.75753  0.53862  1.13865
H  0.37518  -1.63662  0.67555
H  0.33014  -0.57295  2.09000
H  -1.73064  -2.35809  1.41919

## Properties
**Electronic energy**: -8463.17871 eV
**Gap between HOMO and LUMO**: 11.01 eV
**ΔE to the lowest compared entry with this formula, charge and spin**: 1.175 eV
**HOMO level**: -10.0 eV

From a Löwdin analysis of the wavefunction, the atomic charges in e read: atom 1 (C): -0.103, atom 2 (C): -0.230, atom 3 (C): -0.267, atom 4 (C): -0.080, atom 5 (C): -0.241, atom 6 (C): -0.253, atom 7 (O): -0.059, atom 8 (H): 0.073, atom 9 (H): 0.070, atom 10 (H): 0.069, atom 11 (H): 0.100, atom 12 (H): 0.109, atom 13 (H): 0.137, atom 14 (H): 0.100, atom 15 (H): 0.110, atom 16 (H): 0.141, atom 17 (H): 0.116, atom 18 (H): 0.122, atom 19 (H): 0.087

***

# 5
A molecular structure, C2H3BrO3S in a non-equilibrium geometry, computed with ωB97M-V with the def2-TZVPD basis set.

Geometry (Å):
C  -1.02595  1.46614  -0.09346
C  1.63240  -0.96752  0.33243
O  -1.12835  -1.30738  1.05834
O  -0.29635  -2.00414  -1.12044
O  -0.72657  0.47184  -0.74391
S  -0.12635  -1.19015  0.07164
Br  1.85139  0.85865  0.74382
H  -0.63758  2.53837  -0.38465
H  -1.63450  1.27648  0.81014
H  2.09185  -1.14229  -0.67391

## Properties
**Electronic energy**: -89137.98218 eV
**Gap between HOMO and LUMO (alpha / beta)**: 7.48 / 7.48 eV
**ΔE to the lowest compared entry with this formula, charge and spin**: 3.526 eV
**HOMO level (alpha / beta)**: -8.9 / -8.9 eV

From a Löwdin analysis of the wavefunction, the atomic charges in e read: atom 1 (C): -0.071, atom 2 (C): -0.687, atom 3 (O): -0.275, atom 4 (O): -0.316, atom 5 (O): -0.202, atom 6 (S): 0.619, atom 7 (Br): 0.667, atom 8 (H): 0.140, atom 9 (H): 0.110, atom 10 (H): 0.015

***

# 6
A molecular structure, C2H3BrN2 in a non-equilibrium geometry, computed with ωB97M-V with the def2-TZVPD basis set.

Geometry (Å):
C  -0.71863  0.09641  0.50037
C  -0.27292  -1.04863  -0.09484
N  0.23114  1.00497  0.17570
N  1.23206  0.17609  -0.37100
Br  -0.26840  -2.83421  0.31127
H  -1.64192  0.30190  1.01817
H  0.08680  1.94779  -0.16914
H  1.35187  0.35568  -1.37053

## Properties
**Electronic energy**: -75140.64425 eV
**Gap between HOMO and LUMO**: 8.83 eV
**ΔE to the lowest compared entry with this formula, charge and spin**: 2.396 eV
**HOMO level**: -8.3 eV

From a Löwdin analysis of the wavefunction, the atomic charges in e read: atom 1 (C): -0.244, atom 2 (C): -0.630, atom 3 (N): -0.146, atom 4 (N): 0.032, atom 5 (Br): 0.693, atom 6 (H): 0.104, atom 7 (H): 0.133, atom 8 (H): 0.058

***

# 7
A molecular structure, C3H8N2 in a non-equilibrium geometry, computed with ωB97M-V with the def2-TZVPD basis set.

Geometry (Å):
C  1.44220  -0.61252  -0.97413
C  0.45021  0.54738  -0.89566
N  -1.37665  -0.97131  0.51600
C  -0.96138  0.21532  1.04032
N  0.18196  1.06895  0.42410
H  2.19693  -0.33731  -0.22435
H  1.00402  -1.56521  -0.68414
H  1.80031  -0.61641  -2.01463
H  0.89834  1.37732  -1.50878
H  -0.53027  0.29058  -1.33741
H  -1.96804  -1.48798  1.15168
H  0.24488  0.16573  1.30820
H  -1.48370  0.67634  1.88396

## Properties
**Electronic energy**: -6216.67755 eV
**Expectation value of S²**: 0.757
**Gap between HOMO and LUMO (alpha / beta)**: 4.65 / 7.39 eV
**Net charge**: -1
**Multiplicity**: 2
**ΔE to the lowest compared entry with this formula, charge and spin**: 2.453 eV
**HOMO level (alpha / beta)**: 0.3 / -2.7 eV

From a Löwdin analysis of the wavefunction, the atomic charges in e read: atom 1 (C): -0.155, atom 2 (C): -0.443, atom 3 (N): -0.118, atom 4 (C): -0.491, atom 5 (N): -0.141, atom 6 (H): 0.055, atom 7 (H): 0.036, atom 8 (H): 0.046, atom 9 (H): 0.079, atom 10 (H): 0.075, atom 11 (H): -0.062, atom 12 (H): 0.064, atom 13 (H): 0.053

***

# 8
A molecular structure, C28H31ClN3PSTc, computed with ωB97M-V with the def2-TZVPD basis set.

Geometry (Å):
Tc  0.18318  0.01220  -0.31546
Cl  2.57287  0.31379  -0.96273
C  3.03928  1.99594  -0.57462
C  4.38798  2.26623  -0.55125
C  4.77429  3.56373  -0.22597
C  3.82586  4.53260  0.05791
C  2.47277  4.22500  0.01119
C  2.05542  2.93736  -0.31758
P  0.32002  2.46119  -0.40282
C  -0.03326  2.20656  -2.16364
C  -1.31623  1.77047  -2.51535
C  -1.61605  1.47988  -3.84024
C  -0.64660  1.63465  -4.81607
C  0.62428  2.09065  -4.47799
C  0.93594  2.37112  -3.16151
C  -0.68931  3.77903  0.25090
C  -1.22023  4.74981  -0.59906
C  -1.94409  5.80188  -0.05949
C  -2.13125  5.88405  1.31244
C  -1.60306  4.91655  2.15820
C  -0.88415  3.85837  1.63009
H  5.11614  1.50078  -0.76725
H  5.82653  3.80521  -0.18994
H  4.13757  5.53282  0.31562
H  1.73428  4.98662  0.22382
H  -2.10578  1.71696  -1.77444
H  -2.61020  1.15178  -4.10356
H  -0.88036  1.41542  -5.84743
H  1.36876  2.23228  -5.24778
H  1.92572  2.72988  -2.90996
H  -1.07224  4.68680  -1.66926
H  -2.35950  6.55686  -0.71056
H  -2.69442  6.70738  1.72667
H  -1.75502  4.98742  3.22503
H  -0.47442  3.10084  2.28758
C  -3.41026  -2.62634  4.38311
C  -3.05658  -2.75694  2.94412
C  -3.05113  -3.92487  2.21890
C  -2.71198  -3.87483  0.86178
N  -2.38571  -2.72437  0.25582
C  -2.38675  -1.62431  0.96092
S  -2.10206  -0.05167  0.22897
N  -2.71596  -1.62999  2.27565
C  -2.70540  -5.09188  0.00798
H  -3.56311  -3.60530  4.82738
H  -4.32907  -2.04947  4.48993
H  -2.61757  -2.11191  4.92609
H  -3.31229  -4.85738  2.69330
H  -2.71109  -0.73746  2.76125
H  -2.83906  -6.00040  0.58759
H  -1.77390  -5.13712  -0.55525
H  -3.51412  -5.00999  -0.72057
C  2.87744  -1.80132  1.53416
C  1.39837  -2.16701  1.60308
C  1.17786  -3.59464  1.10080
C  0.87838  -2.01096  3.03397
N  0.59050  -1.30791  0.74935
H  3.43253  -2.48805  2.17147
H  3.05762  -0.78860  1.89208
H  3.26768  -1.89873  0.52323
H  1.66582  -4.29033  1.78282
H  1.59909  -3.73240  0.10823
H  0.11809  -3.83500  1.06368
H  1.55972  -2.49349  3.73222
H  -0.09856  -2.47946  3.14314
H  0.80137  -0.95908  3.30879

## Properties
**Electronic energy**: -68840.25454 eV
**Expectation value of S²**: 3.770
**Gap between HOMO and LUMO (alpha / beta)**: 7.52 / 7.35 eV
**Net charge**: +2
**Multiplicity**: 4
**ΔE to the lowest compared entry with this formula, charge and spin**: 0.071 eV
**HOMO level (alpha / beta)**: -13.5 / -14.2 eV

From a Löwdin analysis of the wavefunction, the atomic charges in e read: atom 1 (Tc): 0.881, atom 2 (Cl): 0.750, atom 3 (C): -0.565, atom 4 (C): -0.071, atom 5 (C): -0.028, atom 6 (C): -0.033, atom 7 (C): -0.040, atom 8 (C): -0.379, atom 9 (P): 0.952, atom 10 (C): -0.423, atom 11 (C): -0.146, atom 12 (C): -0.046, atom 13 (C): -0.036, atom 14 (C): -0.039, atom 15 (C): -0.083, atom 16 (C): -0.386, atom 17 (C): -0.067, atom 18 (C): -0.046, atom 19 (C): -0.042, atom 20 (C): -0.055, atom 21 (C): -0.091, atom 22 (H): 0.121, atom 23 (H): 0.125, atom 24 (H): 0.123, atom 25 (H): 0.117, atom 26 (H): 0.059, atom 27 (H): 0.120, atom 28 (H): 0.121, atom 29 (H): 0.121, atom 30 (H): 0.108, atom 31 (H): 0.115, atom 32 (H): 0.119, atom 33 (H): 0.119, atom 34 (H): 0.116, atom 35 (H): 0.108, atom 36 (C): 0.020, atom 37 (C): -0.234, atom 38 (C): 0.069, atom 39 (C): -0.269, atom 40 (N): 0.138, atom 41 (C): -0.716, atom 42 (S): 0.627, atom 43 (N): 0.129, atom 44 (C): 0.005, atom 45 (H): 0.101, atom 46 (H): 0.110, atom 47 (H): 0.102, atom 48 (H): 0.139, atom 49 (H): 0.160, atom 50 (H): 0.093, atom 51 (H): 0.098, atom 52 (H): 0.110, atom 53 (C): -0.070, atom 54 (C): -0.689, atom 55 (C): -0.028, atom 56 (C): -0.036, atom 57 (N): -0.194, atom 58 (H): 0.099, atom 59 (H): 0.082, atom 60 (H): 0.056, atom 61 (H): 0.103, atom 62 (H): 0.092, atom 63 (H): 0.059, atom 64 (H): 0.097, atom 65 (H): 0.063, atom 66 (H): 0.086